94
Properties=species:S:1:pos:R:3:forces:R:3:lowdin_charge:R:1 method="wB97M-V/def2-TZVPD" lumo_ev=0.25 total_energy_ev=-55636.921 e_homo_ev=-7.9 smiles="CC(=O)OCCN1c2ccccc2Sc2ccc(CCCc3ccccc3)cc21.CCCCCC.CCCCCC" orbital_gap_ha=0.2995
C 0.12748 5.36859 -2.31808 0.0 -0.2 -0.4 0.0026
C 1.56776 4.90341 -2.82579 0.9 0.7 -4.3 -0.4004
O 1.87808 5.16684 -4.02478 -1.0 -0.9 4.9 0.0449
O 2.52513 4.17290 -2.07090 -2.6 0.3 -0.3 -0.0475
C 1.92124 3.12586 -1.27696 -0.6 -2.0 1.2 -0.1535
C 1.09715 2.03654 -2.17622 0.3 2.0 -0.5 -0.1591
N 1.34123 0.64132 -1.74293 -1.7 -0.6 0.0 -0.0901
C 1.05695 -0.35945 -2.78302 -0.7 -3.6 -3.0 -0.1495
C 0.40589 -0.07879 -4.16789 0.8 -2.2 0.4 -0.0146
C 0.16228 -1.18904 -5.23408 1.7 -1.1 3.6 -0.0701
C 0.55111 -2.65779 -4.90859 0.3 3.1 2.0 -0.0773
C 1.19717 -3.00674 -3.53083 -1.3 3.6 -1.0 -0.0717
C 1.42632 -1.86986 -2.51496 -1.3 1.1 -1.8 -0.3851
S 2.14505 -2.18738 -0.81913 -1.5 1.0 -0.5 0.8643
C 1.06954 -1.07635 0.23090 -1.6 2.0 0.4 -0.3855
C 0.52747 -1.52604 1.60450 -0.7 3.1 -1.8 -0.0663
C -0.39569 -0.57470 2.40465 1.5 0.9 -3.8 -0.0220
C -0.76492 0.81904 1.77891 2.2 -1.9 -1.0 -0.1495
C -1.75452 1.79851 2.56056 -0.7 -1.7 -0.9 -0.1555
C -3.11721 1.89966 1.67473 -0.2 0.8 0.4 -0.1954
C -3.06509 3.06821 0.56656 -1.3 0.4 -0.4 -0.1810
C -3.65673 2.62717 -0.86408 -1.2 -1.0 -3.8 -0.1573
C -3.25308 1.27716 -1.56468 -1.7 1.7 -1.3 -0.0365
C -3.81070 0.84778 -2.95131 -1.4 3.3 1.0 -0.0705
C -4.82193 1.76952 -3.71434 1.5 1.2 3.7 -0.0806
C -5.24224 3.12080 -3.06058 2.5 -2.5 1.6 -0.0794
C -4.65403 3.52745 -1.67490 0.8 -2.7 -1.2 -0.0424
C -0.18442 1.24379 0.39657 1.0 -2.8 0.9 0.0294
C 0.75512 0.31822 -0.43432 -1.6 -1.5 4.1 -0.1376
H -0.46591 5.71607 -3.24556 1.3 -0.7 1.4 0.1063
H 0.18311 6.27636 -1.62130 0.1 -1.6 -0.7 0.1004
H -0.44627 4.48216 -1.88098 0.8 1.4 -0.2 0.0642
H 2.74750 2.50488 -0.75959 -1.1 1.4 -0.9 0.1391
H 1.21463 3.51480 -0.45057 1.3 -0.2 -1.3 0.1167
H 1.48059 2.21586 -3.25282 -0.6 -0.7 1.8 0.1443
H -0.01999 2.33476 -2.14192 1.5 -0.7 -0.2 0.1194
H 0.11465 0.99107 -4.46812 0.5 -1.9 0.6 0.0917
H -0.31524 -0.89924 -6.23820 0.9 -0.6 1.8 0.0927
H 0.32013 -3.43837 -5.70895 0.5 1.1 1.5 0.0855
H 1.45028 -4.09258 -3.28637 -0.3 1.9 -0.2 0.0949
H 0.84621 -2.57326 1.96096 -0.7 1.9 -0.5 0.1009
H -0.79577 -0.94470 3.40132 0.5 0.8 -1.5 0.0870
H -2.06494 1.24112 3.52406 0.8 1.1 -1.4 0.1015
H -1.30874 2.82671 2.79414 -0.6 -1.5 -0.4 0.1212
H -3.98466 2.14344 2.40159 1.3 -0.4 -1.2 0.1163
H -3.39368 0.91579 1.17066 0.7 1.2 0.8 0.0897
H -2.03050 3.56241 0.48070 -1.5 -1.0 0.0 0.0971
H -3.76513 3.90556 0.95108 1.2 -1.2 -0.7 0.1129
H -2.50677 0.58317 -1.02415 -1.3 1.2 -1.0 0.0861
H -3.52614 -0.13930 -3.47204 -0.3 1.7 1.2 0.0902
H -5.23976 1.45148 -4.72697 0.7 0.5 1.7 0.0819
H -5.98329 3.81936 -3.59038 1.3 -1.2 1.0 0.0865
H -4.99472 4.53237 -1.25834 0.6 -1.6 -0.5 0.0847
H -0.45143 2.26491 -0.02247 0.3 -1.6 0.7 0.0648
C 8.63370 -1.54186 -2.72335 0.0 0.1 -0.1 -0.1160
C 8.60552 -0.89154 -1.34690 0.0 -0.1 0.1 -0.2741
C 7.68504 -1.60892 -0.35759 0.0 0.1 0.1 -0.2297
C 6.20247 -1.63196 -0.74239 0.0 0.0 -0.1 -0.2319
C 5.56230 -0.25926 -0.95590 -0.1 -0.1 0.1 -0.2739
C 5.56105 0.60557 0.29770 0.0 0.1 -0.1 -0.1058
H 7.65250 -1.51340 -3.20395 0.1 0.0 0.0 0.0661
H 9.33531 -1.01340 -3.37432 -0.1 -0.1 0.0 0.0689
H 8.95653 -2.58452 -2.65623 -0.1 0.0 0.0 0.0744
H 8.32039 0.16080 -1.44246 0.0 0.0 0.0 0.0987
H 9.62225 -0.89918 -0.93930 -0.1 0.1 0.0 0.1034
H 7.79856 -1.14376 0.62741 0.0 0.0 0.0 0.1000
H 8.02694 -2.64436 -0.24161 0.0 0.1 0.0 0.1084
H 5.65096 -2.16295 0.04191 0.0 0.0 0.0 0.1039
H 6.07199 -2.22468 -1.65409 0.0 0.0 0.0 0.1017
H 4.52509 -0.40923 -1.27279 0.1 0.0 0.0 0.0672
H 6.05969 0.27427 -1.77101 0.0 0.0 0.0 0.1015
H 5.03158 0.10805 1.11502 0.0 0.0 0.0 0.0764
H 5.05535 1.55475 0.09839 0.1 0.0 0.1 0.0574
H 6.57685 0.83544 0.63116 -0.1 0.0 0.0 0.0666
C -5.73424 -3.86476 6.69334 -0.2 0.1 0.0 -0.1154
C -5.75815 -4.01539 5.17833 0.1 -0.1 0.0 -0.2730
C -4.36293 -4.10539 4.55712 0.0 0.0 -0.1 -0.2278
C -3.47945 -2.86955 4.75214 0.0 0.0 0.2 -0.2287
C -4.06544 -1.55875 4.22364 0.2 -0.1 -0.1 -0.2677
C -4.29153 -1.56488 2.71761 -0.1 0.1 0.0 -0.1069
H -5.24615 -2.93595 6.99958 0.0 -0.1 0.0 0.0654
H -6.75464 -3.84587 7.08520 0.1 0.0 0.1 0.0696
H -5.20941 -4.70238 7.16093 0.0 0.1 0.0 0.0754
H -6.32308 -3.18944 4.73489 0.0 0.0 0.0 0.0987
H -6.30552 -4.93096 4.92991 0.0 0.1 0.0 0.1048
H -4.46838 -4.31255 3.48700 0.0 0.0 0.0 0.1016
H -3.84126 -4.97188 4.98044 0.0 0.0 0.0 0.1099
H -2.51720 -3.05264 4.26005 0.0 0.0 0.0 0.1031
H -3.25319 -2.74792 5.81680 0.0 0.0 0.0 0.1019
H -3.36878 -0.74852 4.46532 -0.1 0.0 0.1 0.0877
H -5.00235 -1.32262 4.73596 0.0 0.0 0.0 0.1010
H -3.35709 -1.75838 2.18306 0.0 0.0 0.0 0.0704
H -4.67012 -0.59227 2.39192 0.0 -0.1 -0.1 0.0570
H -5.02374 -2.32123 2.42230 0.1 0.0 0.0 0.0707